Record 1
10
Properties=species:S:1:pos:R:3:forces:R:3:lowdin_charge:R:1 method="wB97M-V/def2-TZVPD" orbital_gap_ev=8.7 smiles="S=c1ccon1S"
S 1.908 1.253 -1.089 -0.3 -0.1 0.1 0.86
S -1.511 1.691 -1.180 0.2 -0.3 0.2 0.59
O 1.078 -0.791 0.318 0.1 -0.1 0.1 -0.04
N 0.677 0.302 -0.453 0.3 0.5 -0.3 -0.53
C -0.688 0.458 -0.448 0.0 0.3 -0.2 -0.88
C -0.074 -1.330 0.740 0.1 -0.7 0.6 -0.10
C -1.151 -0.661 0.333 -0.7 0.0 0.0 -0.07
H -2.190 -0.898 0.529 0.3 0.1 0.0 0.12
H 1.921 2.191 -0.121 0.0 0.0 0.0 -0.11
H 0.030 -2.216 1.371 0.0 0.4 -0.3 0.14

Record 2
10
Properties=species:S:1:pos:R:3:forces:R:3:lowdin_charge:R:1 method="wB97M-V/def2-TZVPD" orbital_gap_ev="7.9 / 7.9"
S -2.683 1.570 0.388 0.3 -0.4 -1.2 0.76
S -0.121 -1.232 1.236 -0.9 1.0 -1.2 0.92
O -2.019 -0.152 -1.635 0.1 0.4 0.2 0.10
N -1.514 -0.877 1.809 0.0 0.2 0.5 -0.41
C -2.227 0.599 -0.780 -1.3 0.4 0.5 -0.88
C 0.813 1.023 -0.020 3.3 3.0 0.1 -0.11
C 0.109 -0.040 0.147 1.3 -1.7 0.9 -0.56
H -1.988 -1.663 2.190 -0.2 -1.0 0.5 -0.04
H 1.432 1.455 0.925 -1.6 -0.8 -2.2 0.12
H 1.076 1.567 -1.019 -0.9 -1.1 1.9 0.10

Record 3
8
Properties=species:S:1:pos:R:3:forces:R:3:lowdin_charge:R:1 method="wB97M-V/def2-TZVPD" orbital_gap_ev=8.9
S -0.263 0.678 2.145 2.3 0.0 -1.7 0.69
N -0.878 -0.677 1.406 -0.3 -0.5 -3.2 -0.47
C -0.729 -0.880 0.099 0.7 0.5 2.4 -0.25
C 0.639 0.834 -1.469 4.2 1.4 -4.7 0.05
C 0.083 0.047 -0.782 -3.0 -3.3 2.7 -0.20
H -1.148 -1.882 -0.202 0.6 1.4 -0.4 0.11
H 0.857 0.816 1.167 -1.8 0.4 1.8 -0.06
H 1.438 1.065 -2.364 -2.7 -0.1 3.0 0.12

Record 4
8
Properties=species:S:1:pos:R:3:forces:R:3:lowdin_charge:R:1 method="wB97M-V/def2-TZVPD" orbital_gap_ev=10.1 smiles=N#C[C@H]1CS1
S -1.351 -0.482 -0.143 -4.0 -1.6 -0.6 0.91
N 2.571 -0.059 -0.251 -10.2 -3.1 2.5 0.13
C -0.623 1.141 -0.086 0.2 -0.6 -3.3 -0.35
C 0.085 -0.008 0.545 1.6 1.0 -0.3 -0.78
C 1.355 -0.336 0.064 12.6 3.0 -3.5 -0.17
H 0.090 0.064 1.572 0.0 0.1 2.4 0.09
H -0.530 1.332 -1.200 0.9 0.4 1.8 0.10
H -0.847 1.953 0.530 -1.0 0.9 0.9 0.07

Record 5
8
Properties=species:S:1:pos:R:3:forces:R:3:lowdin_spin:R:1 method="wB97M-V/def2-TZVPD" orbital_gap_ev="6.8 / 5.5" multiplicity=3 s2=2.013
S 2.672 0.982 -0.194 2.4 -1.1 -1.2 0.00
N -1.264 1.571 -0.928 0.1 4.0 -1.5 0.43
C -1.327 -1.925 0.381 0.5 -10.0 3.3 0.77
C -1.252 0.491 -0.525 -0.2 -7.5 3.0 0.19
C -1.304 -0.797 -0.018 -0.1 12.5 -4.5 0.56
H 2.524 1.182 1.070 -0.6 0.4 1.4 0.00
H 1.536 1.388 -0.607 -1.9 0.8 -0.3 0.00
H -1.585 -2.892 0.819 -0.2 1.0 -0.3 0.05

Record 6
8
Properties=species:S:1:pos:R:3:forces:R:3:lowdin_charge:R:1 method="wB97M-V/def2-TZVPD" orbital_gap_ev=11.3 charge=+1
O 2.163 -1.976 0.031 -0.4 0.9 0.0 0.42
O -3.703 0.865 -0.206 2.0 -0.4 0.7 0.06
C 0.943 0.154 -0.024 -4.5 3.2 0.1 0.05
C 1.640 -0.983 0.027 2.3 -3.2 0.4 -0.04
C -2.642 0.653 0.146 -2.0 0.4 -0.7 0.02
H -0.102 -0.170 0.320 0.5 -0.3 -0.8 0.13
H 0.781 0.526 -1.074 0.5 -0.2 0.9 0.18
H 0.920 0.931 0.781 1.4 -0.4 -0.7 0.18

Record 7
9
Properties=species:S:1:pos:R:3:forces:R:3:lowdin_spin:R:1 method="wB97M-V/def2-TZVPD" orbital_gap_ev="9.7 / 7.3" charge=+2 multiplicity=5 s2=6.015
Rh -2.407 -0.932 -1.498 -2.7 -2.5 -1.8 2.57
O -1.302 0.426 -0.832 1.6 2.7 1.0 0.24
O -0.234 -1.323 -1.526 0.6 1.2 0.5 0.29
C 0.854 0.066 0.090 1.4 -2.0 -3.4 0.42
C -0.199 -0.219 -0.915 -0.3 -1.3 0.4 0.05
C 0.587 0.706 1.231 -0.8 1.2 3.4 0.39
H 1.784 -0.489 -0.048 0.1 0.1 0.0 0.02
H 1.365 0.871 1.977 0.0 0.4 -0.2 0.02
H -0.448 0.896 1.522 0.1 0.2 0.0 0.02

Record 8
9
Properties=species:S:1:pos:R:3:forces:R:3:lowdin_spin:R:1 method="wB97M-V/def2-TZVPD" orbital_gap_ev="3.2 / 4.6" charge=+2 multiplicity=2 s2=0.768
Sn 1.233 -2.548 -1.310 2.1 -4.8 -1.9 0.01
O -0.357 1.131 -0.248 2.2 -3.5 -0.2 0.00
O 0.517 -0.956 -0.676 0.0 0.7 1.2 0.00
C 0.218 0.127 -0.328 -4.5 7.6 0.6 0.00
C 1.801 1.476 1.943 -0.7 0.6 -0.2 0.11
C 0.955 2.479 1.720 0.9 -1.0 0.8 0.78
H 2.776 1.417 1.446 -0.3 0.0 0.1 0.02
H 0.049 2.878 2.176 0.2 -0.1 -0.2 0.06
H 1.601 0.735 2.732 0.1 0.3 -0.1 0.03

Record 9
9
Properties=species:S:1:pos:R:3:forces:R:3:lowdin_charge:R:1 method="wB97M-V/def2-TZVPD" orbital_gap_ev=8.6 charge=+1
O 0.025 0.609 -2.702 -0.3 -1.7 1.4 0.29
O -0.954 -0.706 0.520 1.0 2.0 -0.5 0.09
O 0.632 0.765 1.582 -0.5 -1.0 -0.7 0.22
C -0.095 -0.117 -1.806 -0.3 1.3 0.7 -0.05
C -0.087 -0.844 -0.645 1.1 -1.1 -1.1 -0.05
C -0.496 0.434 1.012 2.0 0.4 0.7 -0.06
H 0.523 -1.767 -0.634 -0.5 0.8 0.0 0.16
H -1.034 1.374 1.037 -1.3 -0.3 -0.2 0.19
H 1.486 0.253 1.635 -1.2 -0.3 -0.3 0.21

Record 10
10
Properties=species:S:1:pos:R:3:forces:R:3:lowdin_charge:R:1 method="wB97M-V/def2-TZVPD" orbital_gap_ev=7.8 charge=-1
S 0.753 -2.632 1.441 -1.5 -1.0 3.1 0.62
O 2.155 -2.352 1.279 1.4 0.8 -1.0 -0.51
O -0.160 -2.205 -0.009 -1.3 5.7 -0.5 -0.44
O 0.265 -1.945 2.701 -0.1 -0.5 -2.5 -0.55
C -0.551 -0.541 -0.324 1.5 -5.6 1.0 0.03
C -0.631 0.613 -0.620 -0.8 -0.3 0.5 -0.21
C -0.504 1.988 -1.009 -2.4 1.7 -1.5 -0.16
H -1.405 2.806 -0.884 1.9 -2.4 -0.1 0.12
H -0.256 1.931 -2.084 -0.1 0.6 0.3 0.07
H 0.334 2.337 -0.492 1.3 1.1 0.7 0.04

Record 11
11
Properties=species:S:1:pos:R:3:forces:R:3:lowdin_spin:R:1 method="wB97M-V/def2-TZVPD" orbital_gap_ev="8.3 / 6.3" charge=+1 multiplicity=3 s2=2.005
Pt 1.944 1.414 0.465 3.6 9.8 2.5 1.50
O 0.742 0.297 -0.307 -3.2 -2.7 -2.9 0.23
O 2.552 -0.343 0.700 1.8 -2.3 0.2 0.17
O 0.866 -1.832 0.530 0.9 1.9 -1.1 0.01
O -1.275 0.615 1.465 0.2 0.0 -1.0 0.01
C 1.429 -0.793 0.312 -2.0 -6.6 1.9 0.01
C -1.584 0.351 0.330 -0.4 0.0 1.2 0.01
C -0.578 0.119 -0.768 -1.4 -0.1 -1.1 0.03
H -0.706 -0.898 -1.165 0.2 0.2 0.2 0.00
H -2.643 0.231 0.018 0.3 0.0 0.0 0.01
H -0.747 0.840 -1.580 0.1 -0.2 0.2 0.00

Record 12
16
Properties=species:S:1:pos:R:3:forces:R:3:lowdin_charge:R:1 method="wB97M-V/def2-TZVPD" orbital_gap_ev=6.3 charge=-2
Rb 1.640 1.217 -0.065 -0.8 -0.4 0.0 1.00
O -1.668 -0.074 3.081 -0.1 -0.4 -0.4 -0.08
O -2.224 2.586 -0.928 0.9 -0.1 0.0 0.02
O 2.357 -3.269 -1.145 -0.1 0.8 0.2 0.00
O -1.374 4.117 -2.342 -0.2 0.0 0.5 -0.07
O -1.650 -1.006 1.054 -0.2 -0.2 -0.4 0.04
O 3.627 -3.349 0.738 -0.1 -0.3 -0.6 -0.05
O 2.305 -1.586 0.331 0.1 0.1 -0.7 -0.19
O -0.872 1.087 1.343 0.3 -0.5 -0.7 -0.15
O -0.288 2.184 -2.008 0.2 0.1 0.8 -0.21
C 2.814 -2.713 0.057 0.6 0.2 1.6 -0.84
C -1.220 3.018 -1.785 -0.1 0.0 -1.5 -0.85
C -1.373 0.068 1.868 0.1 1.2 1.6 -0.83
H -1.776 1.820 -0.520 -0.5 0.0 0.4 0.06
H -2.093 -1.597 1.674 0.1 -0.1 -0.1 0.08
H 1.794 -2.502 -1.353 -0.2 -0.6 -0.6 0.08

Record 13
8
Properties=species:S:1:pos:R:3:forces:R:3:lowdin_charge:R:1 method="wB97M-V/def2-TZVPD" orbital_gap_ev=9.1 charge=+1
S 1.938 -0.497 -0.060 -4.0 -2.3 0.6 1.13
O 1.249 0.963 0.058 1.1 0.9 -0.9 -0.38
C -0.067 -1.225 0.048 4.5 5.1 -0.9 0.04
C -0.778 -0.082 -0.076 2.3 -0.2 0.0 -0.06
C -0.002 1.137 -0.103 -0.1 -3.9 1.4 -0.05
H -1.808 -0.182 -0.069 -2.0 0.5 -0.1 0.11
H -0.287 -2.217 0.086 -0.5 -2.7 0.1 0.06
H -0.245 2.103 0.116 -1.4 2.6 -0.2 0.14

Record 14
9
Properties=species:S:1:pos:R:3:forces:R:3:lowdin_charge:R:1 method="wB97M-V/def2-TZVPD" orbital_gap_ev=7.4 charge=-1
S -1.361 -2.149 1.271 -2.8 -1.3 0.7 0.53
S -0.295 2.801 -0.823 0.3 -2.0 0.8 0.42
O 1.141 -1.489 1.155 0.9 0.3 0.2 -0.08
C -0.253 -0.060 -0.439 0.2 0.5 -1.4 -0.27
C 0.256 1.295 -0.233 1.5 1.5 0.6 -0.72
C -0.022 -1.383 0.907 1.5 2.3 -2.0 -1.09
H 0.483 -0.538 -1.154 -0.5 0.3 0.8 0.10
H -1.187 0.107 -1.051 0.4 -0.9 1.0 0.07
H 1.238 1.416 0.367 -1.5 -0.5 -0.8 0.06

Record 15
7
Properties=species:S:1:pos:R:3:forces:R:3:lowdin_charge:R:1 method="wB97M-V/def2-TZVPD" orbital_gap_ev=7.6
P -0.699 1.079 0.072 0.0 -1.4 -0.4 0.91
C -2.388 -1.196 0.218 2.1 3.0 -1.9 0.00
C -1.681 -0.208 -0.353 -1.8 -2.1 2.3 -0.62
C 0.945 0.201 0.024 -0.4 0.3 -0.1 -0.36
H 0.817 -0.826 -0.304 0.0 0.0 0.0 0.03
H 1.410 0.211 1.008 0.0 0.2 0.1 0.03
H 1.596 0.739 -0.664 0.1 0.1 0.0 0.02

Record 16
18
Properties=species:S:1:pos:R:3:forces:R:3:lowdin_spin:R:1 method="wB97M-V/def2-TZVPD" orbital_gap_ev="3.2 / 3.1" charge=-3 multiplicity=2 s2=0.758
Ag -1.049 -0.550 0.964 -1.3 0.3 -2.1 0.15
Cl 1.370 -1.297 -0.102 0.7 -0.2 0.2 0.01
Cl 2.431 1.728 -1.505 0.3 -0.1 -0.1 0.00
P -0.792 -0.437 3.425 0.7 -0.6 -0.9 -0.01
O -2.993 2.159 -0.545 0.4 -0.4 -2.3 0.00
O -0.889 1.371 -0.400 0.4 0.9 -2.2 0.00
O -2.506 -0.047 -0.843 -0.5 0.1 -1.7 0.00
O -0.819 -1.839 2.701 1.0 -0.4 1.3 0.03
O 0.106 0.542 2.588 0.6 -0.6 2.1 0.15
O -0.675 -0.505 4.926 0.1 0.3 0.1 0.06
O -2.200 0.109 2.939 -1.3 0.7 0.6 0.60
C 1.989 -0.989 -1.724 0.1 0.2 -0.6 0.00
C -2.139 1.221 -0.799 -0.3 -0.4 5.2 0.00
C 1.543 0.363 -2.220 -1.6 0.2 -0.2 0.00
H 0.483 0.514 -1.954 0.1 0.2 0.7 0.00
H 1.512 0.483 -3.306 0.7 -0.2 0.0 0.00
H 1.552 -1.761 -2.361 0.0 0.1 -0.1 0.00
H 3.078 -1.066 -1.784 0.0 -0.1 0.3 0.00

Record 17
11
Properties=species:S:1:pos:R:3:forces:R:3:lowdin_spin:R:1 method="wB97M-V/def2-TZVPD" orbital_gap_ev="7.6 / 7.8" multiplicity=2 s2=0.754
Ag -0.705 -0.445 0.665 -0.3 -0.3 -0.1 0.01
O -4.530 -0.266 0.724 -0.2 -0.1 -0.2 0.19
O 0.441 1.201 -0.637 0.6 0.1 -0.2 0.00
O 1.347 -1.241 0.433 -0.5 0.1 0.1 0.00
C 2.165 -0.455 -0.290 0.3 0.3 -0.2 0.00
C 1.595 0.836 -0.809 -0.2 0.1 0.0 0.00
C -3.284 -0.242 0.820 1.1 -0.1 0.1 0.76
H -5.023 0.156 1.463 0.0 0.1 0.1 0.04
H 2.302 1.484 -1.377 -0.2 -0.1 0.1 0.00
H 2.590 -0.920 -1.225 -0.2 0.0 0.2 0.00
H 3.101 -0.109 0.232 -0.3 -0.2 0.0 0.00

Record 18
11
Properties=species:S:1:pos:R:3:forces:R:3:lowdin_spin:R:1 method="wB97M-V/def2-TZVPD" orbital_gap_ev="8.3 / 6.4" charge=+1 multiplicity=3 s2=2.003
Ag 3.882 -0.229 0.502 0.1 -0.3 0.0 1.52
O 0.673 -0.806 -0.151 1.5 1.5 -0.8 0.04
O 2.196 0.828 -0.055 1.0 1.5 -1.1 0.37
O 0.017 1.318 -0.231 -0.8 -0.2 -0.8 0.01
C -0.732 -0.945 0.003 -1.5 1.2 -2.7 0.00
C -1.256 0.491 0.024 0.7 1.2 1.5 0.01
C 1.037 0.530 -0.295 -3.0 -3.6 3.1 0.05
H -0.956 -1.525 0.902 0.0 -0.1 -0.6 0.00
H -1.602 0.801 1.016 0.2 0.2 -0.3 0.00
H -2.044 0.713 -0.702 0.7 0.2 -0.1 0.00
H -1.216 -1.175 -1.012 1.1 -1.6 1.7 0.00

Record 19
11
Properties=species:S:1:pos:R:3:forces:R:3:lowdin_charge:R:1 method="wB97M-V/def2-TZVPD" orbital_gap_ev=9.9 smiles="C=C(C#N)B(O)O"
O -0.492 -0.608 -1.914 0.7 0.3 1.9 0.17
O -1.133 1.451 -0.709 0.4 -1.4 -1.0 0.12
N 1.510 -2.692 0.534 -0.8 2.8 0.3 0.15
C 1.131 -1.583 0.642 1.2 -4.1 -0.2 -0.25
C 0.471 0.528 1.730 0.8 -1.9 -1.6 0.07
C 0.574 -0.311 0.681 -3.2 2.8 -2.6 -0.18
B -0.462 0.224 -0.813 1.4 -0.4 1.5 -0.43
H 0.892 0.183 2.665 -0.1 0.8 0.3 0.08
H -0.887 -0.275 -2.705 -0.5 0.3 -0.7 0.09
H 0.029 1.452 1.431 -0.3 0.7 1.0 0.05
H -1.632 1.631 -1.542 0.5 0.0 1.1 0.12

Record 20
12
Properties=species:S:1:pos:R:3:forces:R:3:lowdin_charge:R:1 method="wB97M-V/def2-TZVPD" orbital_gap_ev="7.1 / 7.1" charge=+1
O 0.222 -1.580 0.197 -1.6 0.7 1.5 -0.34
O -0.895 0.517 1.865 -1.2 -0.1 4.1 0.18
O -0.602 2.740 1.736 -1.0 -1.6 2.9 0.31
C 0.551 -0.741 -0.928 1.1 0.3 -2.4 -0.36
C -0.136 0.625 -0.805 -0.4 -0.9 0.4 -0.10
C -0.841 1.668 2.149 1.6 2.6 -4.8 -0.20
Be -0.667 -0.337 0.652 1.9 -0.5 -2.8 0.31
Li 0.811 -3.224 0.421 0.0 0.0 0.0 0.85
H 1.649 -0.628 -0.962 -0.4 0.0 0.1 0.11
H 0.600 1.433 -0.930 -0.4 -0.2 0.6 0.07
H -0.934 0.790 -1.544 0.3 -0.3 0.2 0.06
H 0.241 -1.261 -1.852 0.1 0.1 0.3 0.11

The following F_max values (in eV/Å) correspond, in order, to the records above: 1.0 4.5 6.5 13.4 13.3 5.5 4.2 8.9 2.3 5.9 10.7 2.0 6.9 3.4 4.1 5.2 1.1 5.6 5.0 5.7.